2 unconnected molecules or ions with the total composition C5H8O2. Source: OMol25; level of theory: ωB97M-V/def2-TZVPD.

The structure (SMILES) is C=C(O)[C@@H]1CC1=O.[H][H]. The value obtained for the gap between HOMO and LUMO is 9.41 eV. The calculation puts the energy relative to the best compared isomer or geometry (same formula, charge and spin) at 81.6 kcal per mole. As for the spin multiplicity: 1. The total energy comes out at -9406.2950 eV.

```
15
Properties=species:S:1:pos:R:3:lowdin_charge:R:1
C -1.820 -0.145 -0.414 0.0264
C -0.604 0.376 -0.245 -0.4406
O -0.246 1.665 -0.494 0.0539
C 0.550 -0.471 0.168 -0.1520
C 2.018 0.034 0.030 0.0088
C 1.407 -0.832 -0.981 -0.3504
O 1.423 -1.326 -2.072 0.1374
H -2.683 0.448 -0.700 0.0658
H -1.966 -1.207 -0.249 0.0739
H -0.946 2.084 -1.014 0.1199
H 0.356 -1.187 0.964 0.1390
H 2.207 1.087 -0.173 0.1136
H 2.724 -0.444 0.707 0.1153
H -1.562 0.101 2.099 0.0308
H -1.125 0.218 2.690 0.0582
```

---

C5H8O2 in the gas phase in a non-equilibrium geometry. Source: OMol25; level of theory: ωB97M-V/def2-TZVPD.

The structure (SMILES) is C=C[C@@]1(CO)CO1. The value obtained for the gap between HOMO and LUMO is 10.33 eV. The calculation puts the energy relative to the best compared isomer or geometry (same formula, charge and spin) at 78.1 kcal per mole. As for the spin multiplicity: 1. The total energy comes out at -9406.4438 eV.

```
15
Properties=species:S:1:pos:R:3:lowdin_charge:R:1
C -2.127 -1.030 0.099 0.0480
C -0.834 -0.949 -0.040 -0.1040
C 0.037 0.176 0.205 -0.3592
C 1.433 -0.073 0.778 -0.1994
O 2.364 -0.436 -0.204 -0.0761
C -0.138 1.342 -0.746 -0.1715
O -0.459 1.480 0.517 0.0192
H -2.598 -1.924 -0.128 0.0363
H -2.791 -0.425 0.651 0.0613
H -0.316 -1.765 -0.368 0.0946
H 1.445 -0.849 1.552 0.1305
H 1.845 0.814 1.317 0.1384
H 2.336 0.280 -0.928 0.1232
H 0.769 1.837 -1.258 0.1320
H -0.965 1.523 -1.448 0.1266
```

---

C5H8O2 in the gas phase in a non-equilibrium geometry. Source: OMol25; level of theory: ωB97M-V/def2-TZVPD.

The structure (SMILES) is O[C@@H]1C=CC[C@@H]1O. The value obtained for the gap between HOMO and LUMO is 10.57 eV. The calculation puts the energy relative to the best compared isomer or geometry (same formula, charge and spin) at 36.1 kcal per mole. As for the spin multiplicity: 1. The total energy comes out at -9408.2668 eV.

```
15
Properties=species:S:1:pos:R:3:lowdin_charge:R:1
O -0.754 -1.871 -0.366 -0.0659
C -0.317 -0.873 0.576 -0.2895
C -1.303 0.275 0.479 -0.0506
C -0.722 1.338 -0.086 -0.0569
C 0.772 1.273 0.197 -0.1187
C 1.057 -0.240 0.126 -0.3221
O 1.362 -0.590 -1.204 -0.0281
H -1.265 -1.462 -1.104 0.1151
H -0.232 -1.488 1.479 0.1456
H -2.356 0.025 0.429 0.1078
H -1.257 2.059 -0.706 0.1086
H 0.828 1.584 1.243 0.1145
H 1.492 1.864 -0.382 0.1181
H 1.905 -0.553 0.757 0.1429
H 0.791 -1.340 -1.438 0.0792
```

---

A molecular structure, C5H8O2 in a non-equilibrium geometry. Source: OMol25; level of theory: ωB97M-V/def2-TZVPD.

The value obtained for the gap between HOMO and LUMO (spin up / spin down) is 9.45 / 9.46 eV. The calculation puts the energy relative to the best compared isomer or geometry (same formula, charge and spin) at 107.1 kcal per mole. As for the spin multiplicity: 1. The total energy comes out at -9405.1893 eV.

```
15
Properties=species:S:1:pos:R:3:lowdin_charge:R:1
C 1.663 0.790 -0.202 0.0014
C 0.348 0.112 0.088 -0.4734
O 0.375 -0.663 1.314 -0.0297
C -0.992 0.827 0.343 -0.0483
C -1.520 -0.579 0.141 0.1026
O -1.217 -0.569 -1.798 -0.0374
C -0.428 -0.944 -0.769 -0.4331
H 1.604 1.341 -1.145 0.0894
H 1.940 1.489 0.598 0.0887
H 2.455 0.039 -0.294 0.0850
H 0.701 -1.545 1.086 0.1049
H -1.104 1.328 1.316 0.1300
H -1.387 1.428 -0.476 0.1271
H -2.321 -1.094 0.678 0.1428
H 0.016 -1.948 -0.800 0.1499
```

---

C5H8O2 in the gas phase in a non-equilibrium geometry. Source: OMol25; level of theory: ωB97M-V/def2-TZVPD.

The structure (SMILES) is CCCC(=O)C=O. The value obtained for the gap between HOMO and LUMO is 9.85 eV. The calculation puts the energy relative to the best compared isomer or geometry (same formula, charge and spin) at 61.8 kcal per mole. As for the spin multiplicity: 1. The total energy comes out at -9407.1521 eV.

```
15
Properties=species:S:1:pos:R:3:lowdin_charge:R:1
C 2.332 0.433 0.117 -0.1158
C 0.933 0.322 0.723 -0.2590
C -0.120 0.052 -0.355 -0.1442
C -1.540 -0.036 0.182 -0.3278
O -1.809 -0.010 1.357 0.1123
C -2.690 -0.344 -0.876 -0.1167
O -2.661 -1.487 -1.320 0.0073
H 2.612 -0.496 -0.395 0.0742
H 3.089 0.631 0.882 0.0718
H 2.381 1.244 -0.619 0.0731
H 0.677 1.244 1.259 0.1140
H 0.905 -0.479 1.470 0.1151
H -0.101 0.847 -1.115 0.1297
H 0.115 -0.875 -0.897 0.1311
H -3.629 -0.252 -1.453 0.1348
```

---

C5H8O2 in the gas phase in a non-equilibrium geometry. Source: OMol25; level of theory: ωB97M-V/def2-TZVPD.

The structure (SMILES) is C[C@@H]1COCC1=O. The value obtained for the gap between HOMO and LUMO is 9.76 eV. The calculation puts the energy relative to the best compared isomer or geometry (same formula, charge and spin) at 60.0 kcal per mole. As for the spin multiplicity: 1. The total energy comes out at -9407.2321 eV.

```
15
Properties=species:S:1:pos:R:3:lowdin_charge:R:1
C 1.400 -0.967 0.282 -0.1204
C 0.378 -0.345 -0.553 -0.2680
C 0.059 1.095 -0.045 -0.1625
O -1.353 1.436 -0.261 -0.1927
C -2.249 0.436 0.260 -0.0446
C -1.160 -0.944 -0.109 -0.1719
O -1.488 -2.085 0.178 0.0508
H 2.325 -0.227 0.495 0.1358
H 1.856 -1.821 -0.186 0.0690
H 1.047 -1.347 1.242 0.0848
H 0.535 -0.571 -1.630 0.1470
H 0.172 1.032 1.017 0.1070
H 0.837 1.776 -0.466 0.1394
H -3.119 0.293 -0.433 0.1236
H -2.395 0.482 1.334 0.1027
```

---

Which formula does entry 3 have? C5H8O2

---

The lowest energy relative to the best compared isomer or geometry (same formula, charge and spin) belongs to which entry? number 3

---

spin multiplicity of number 4 (C5H8O2)? 1